The following is a quantum chemistry calculation of a molecular structure, C68H50BrF3NP3SiTl in a non-equilibrium geometry, from the Open Molecules 2025 dataset.

Element x y z (Å)
Tl1 -0.5304 0.1038 -0.0519
C1 3.8502 3.7140 -4.2271
C2 2.5306 4.1110 -4.3848
C3 1.5832 3.7794 -3.4359
C4 1.9576 3.0444 -2.3142
C5 3.2765 2.6295 -2.1701
C6 4.2236 2.9728 -3.1177
P1 0.7790 2.4312 -1.0711
C7 -0.6937 2.2656 -2.1685
C8 -0.5194 1.5536 -3.3582
C9 -1.5632 1.4238 -4.2542
C10 -2.7936 1.9982 -3.9757
C11 -2.9751 2.6937 -2.7940
C12 -1.9416 2.8171 -1.8814
C13 0.2637 3.9022 -0.1066
C14 0.4186 5.1809 -0.6242
C15 0.0623 6.2937 0.1140
C16 -0.4406 6.1293 1.3928
C17 -0.6187 4.8562 1.9024
C18 -0.2817 3.7181 1.1748
Si1 -0.4966 1.9954 1.9903
C19 0.9939 1.6958 3.1634
C20 1.1566 2.5610 4.2450
C21 2.1422 2.3527 5.1892
C22 3.0090 1.2773 5.0641
C23 2.8990 0.4383 3.9727
C24 1.8923 0.6342 3.0309
P2 1.8170 -0.4007 1.5274
C25 3.5532 -0.1827 0.9954
C26 4.0222 1.1286 0.9413
C27 5.3127 1.3890 0.5203
C28 6.1340 0.3470 0.1201
C29 5.6671 -0.9552 0.1610
C30 4.3813 -1.2239 0.5981
C31 1.7845 -2.1027 2.1660
C32 1.5559 -2.4124 3.5026
C33 1.4924 -3.7359 3.9030
C34 1.6492 -4.7541 2.9784
C35 1.8309 -4.4519 1.6372
C36 1.8757 -3.1318 1.2282
C37 -2.0223 1.7233 3.1237
C38 -2.2359 2.6836 4.1098
C39 -3.2665 2.5934 5.0244
C40 -4.1251 1.5091 4.9842
C41 -3.9257 0.5269 4.0336
C42 -2.8903 0.6175 3.1091
P3 -2.6896 -0.7427 1.8975
C43 -3.5578 -2.1622 2.6535
C44 -2.8058 -2.9249 3.5458
C45 -3.2983 -4.1213 4.0295
C46 -4.5412 -4.5732 3.6155
C47 -5.3034 -3.8081 2.7503
C48 -4.8185 -2.6042 2.2690
C49 -3.8552 -0.1749 0.6086
C50 -4.2434 -1.0856 -0.3738
C51 -5.0398 -0.6876 -1.4290
C52 -5.4615 0.6285 -1.5179
C53 -5.0798 1.5404 -0.5487
C54 -4.2728 1.1490 0.5032
H1 4.5807 3.9674 -4.9801
H2 2.2349 4.6720 -5.2591
H3 0.5505 4.0677 -3.5787
H4 3.5469 2.0197 -1.3188
H5 5.2468 2.6477 -2.9965
H6 0.4393 1.1065 -3.5808
H7 -1.4110 0.8777 -5.1726
H8 -3.6080 1.9025 -4.6777
H9 -3.9266 3.1545 -2.5806
H10 -2.1019 3.3726 -0.9683
H11 0.8253 5.3039 -1.6165
H12 0.1803 7.2819 -0.3018
H13 -0.7079 6.9870 1.9919
H14 -1.0302 4.7627 2.8922
H15 0.5128 3.4183 4.3501
H16 2.2350 3.0305 6.0243
H17 3.7722 1.1058 5.8075
H18 3.5945 -0.3787 3.8421
H19 3.3725 1.9442 1.2391
H20 5.6759 2.4062 0.4952
H21 7.1372 0.5497 -0.2211
H22 6.3066 -1.7691 -0.1459
H23 4.0371 -2.2459 0.6430
H24 1.4364 -1.6227 4.2313
H25 1.3233 -3.9719 4.9438
H26 1.6261 -5.7836 3.3010
H27 1.9273 -5.2477 0.9132
H28 1.9695 -2.8859 0.1765
H29 -1.5761 3.5290 4.1863
H30 -3.3910 3.3683 5.7651
H31 -4.9326 1.4243 5.6939
H32 -4.5796 -0.3337 4.0029
H33 -1.8308 -2.5692 3.8600
H34 -2.7081 -4.7096 4.7153
H35 -4.9161 -5.5213 3.9699
H36 -6.2781 -4.1527 2.4399
H37 -5.4227 -2.0101 1.5973
H38 -3.9234 -2.1168 -0.2991
H39 -5.3241 -1.4023 -2.1870
H40 -6.0846 0.9366 -2.3422
H41 -5.4146 2.5660 -0.6103
H42 -3.9885 1.8734 1.2536
Br1 -1.9084 -1.6408 -2.6980
C55 -1.6351 -2.9609 -1.3511
C56 -1.8846 -4.2979 -1.6209
C57 -1.7448 -5.1982 -0.5765
C58 -1.3591 -4.7298 0.6710
C59 -1.1108 -3.3777 0.8193
N1 -1.2541 -2.5065 -0.1709
H43 -2.1906 -4.6156 -2.6057
H44 -1.9459 -6.2485 -0.7298
H45 -1.2570 -5.3961 1.5118
H46 -0.7986 -2.9636 1.7649
F1 2.2697 -3.4555 -8.1609
C60 3.3172 -2.8837 -7.5381
F2 3.7479 -1.9047 -8.3431
F3 4.2856 -3.8188 -7.5064
C61 2.9519 -2.4021 -6.1625
C62 3.1621 -1.0856 -5.7792
C63 2.7677 -0.6683 -4.5237
C64 2.1454 -1.5645 -3.6531
C65 1.9791 -2.8989 -4.0331
C66 2.3817 -3.3165 -5.2823
C67 1.5750 -1.1055 -2.4388
C68 0.9924 -0.7186 -1.4481
H47 3.6165 -0.3861 -6.4633
H48 2.9296 0.3546 -4.2171
H49 1.5227 -3.5963 -3.3468
H50 2.2427 -4.3420 -5.5872

Results
Net charge: +1
Molar mass (g/mol): 1343.44
Calculated total energy (eV): -191444.33979
Kohn-Sham gap (Ha): 0.2468
Relative energy (zero: lowest compared OMol25 entry of this formula, charge and spin) (kcal per mole): 64.11

Results of the Löwdin charge analysis, in e, for atoms 1 through 99: 0.542, -0.071, -0.064, -0.103, -0.360, -0.090, -0.074, 1.016, -0.413, -0.142, -0.098, -0.069, -0.077, -0.080, -0.374, -0.063, -0.052, -0.060, -0.094, -0.272, 0.769, -0.255, -0.084, -0.054, -0.050, -0.091, -0.390, 1.031, -0.334, -0.121, -0.085, -0.073, -0.064, -0.067, -0.356, -0.083, -0.070, -0.075, -0.082, -0.139, -0.267, -0.107, -0.057, -0.052, -0.069, -0.376, 1.027, -0.377, -0.119, -0.076, -0.074, -0.064, -0.082, -0.377, -0.167, -0.091, -0.074, -0.087, -0.076, 0.107, 0.109, 0.114, 0.071, 0.108, 0.096, 0.112, 0.110, 0.102, 0.107, 0.096, 0.112, 0.111, 0.075, 0.088, 0.112, 0.112, 0.121, 0.109, 0.113, 0.107, 0.108, 0.090, 0.101, 0.109, 0.108, 0.114, 0.100, 0.065, 0.112, 0.112, 0.106, 0.102, 0.107, 0.107, 0.109, 0.104, 0.094, 0.109, 0.111